1.
{"formula": "C4H6BrOP", "method": "the ωB97M-V functional and the def2-TZVPD basis", "total_charge": 0, "smiles": "C=CP(Br)/C=C\\O", "multiplicity": 1, "homo_lumo_gap_ev": 9.60, "homo_energy_ev": -8.999, "de_lowest_kj_mol": 180.13, "e_lumo_ha": 0.0221, "elements": ["H", "H", "H", "H", "C", "C", "H", "C", "H", "O", "P", "C", "Br"], "xyz": [[-0.468, 1.350, -3.265], [0.338, 1.894, -1.157], [1.005, -0.717, 2.712], [0.356, -1.590, -0.018], [0.491, -0.514, 1.696], [-0.623, 1.372, -1.085], [-0.193, 1.255, 2.434], [-1.074, 1.095, -2.291], [-2.003, 0.526, -2.527], [0.511, -1.671, 0.937], [-1.693, 0.892, 0.339], [-0.363, 0.491, 1.576], [-2.057, 2.749, 1.218]]}



2.
{"formula": "C5H12O", "method": "the ωB97M-V functional and the def2-TZVPD basis", "total_charge": 0, "smiles": "C1CCCC1.O", "multiplicity": 1, "homo_lumo_gap_ev": 11.83, "homo_energy_ev": -10.983, "de_lowest_kj_mol": 18.42, "e_lumo_ha": 0.0313, "elements": ["H", "H", "H", "C", "H", "H", "H", "C", "H", "H", "H", "H", "C", "H", "C", "O", "H", "C"], "xyz": [[0.507, 0.441, -2.447], [-1.691, 1.463, -1.207], [0.865, -0.261, 1.766], [0.411, 0.801, -1.404], [-0.492, -3.393, 1.139], [1.144, 1.421, 1.229], [2.331, 0.166, -0.489], [-1.013, 0.665, -0.850], [-1.444, -0.132, 1.155], [1.051, -1.081, -0.545], [-0.112, -1.883, 1.120], [0.730, 1.860, -1.383], [-0.843, 0.674, 0.691], [-1.434, -0.305, -1.176], [1.240, 0.000, -0.399], [-0.740, -2.533, 0.730], [-1.181, 1.636, 1.123], [0.671, 0.460, 0.949]]}



3.
{"formula": "C41H30Br4ClN2O6PRhS", "method": "the ωB97M-V functional and the def2-TZVPD basis", "total_charge": -1, "multiplicity": 5, "homo_lumo_gap_ev": [6.62, 6.76], "homo_energy_ev": [-4.537, -5.962], "de_lowest_kj_mol": 0.00, "e_lumo_ha": [0.0765, 0.0293], "elements": ["C", "C", "H", "C", "C", "C", "Br", "O", "C", "C", "H", "H", "C", "C", "C", "C", "C", "O", "C", "H", "H", "H", "H", "Br", "H", "H", "H", "O", "C", "H", "C", "C", "Br", "C", "C", "H", "H", "Cl", "N", "C", "S", "C", "H", "H", "C", "H", "C", "C", "C", "O", "Br", "O", "C", "H", "H", "C", "C", "C", "C", "Rh", "P", "C", "C", "C", "H", "C", "C", "H", "C", "H", "H", "C", "C", "C", "H", "C", "H", "H", "H", "H", "H", "H", "C", "C", "O", "N", "H"], "xyz": [[0.055, -1.314, 4.074], [-5.356, 1.781, 1.163], [6.438, 0.052, 0.002], [4.095, 0.911, -4.719], [0.699, -1.033, 2.858], [0.556, -3.397, 2.296], [-2.208, 3.949, -3.151], [-0.094, 2.072, -1.984], [2.405, 0.473, -2.491], [-2.876, -0.502, 1.164], [2.709, 2.597, -2.101], [-0.185, -0.477, 4.728], [-0.327, -2.619, 4.406], [3.570, -0.385, -4.486], [0.978, -2.119, 1.984], [2.129, -3.183, -0.465], [1.458, -4.712, -2.204], [-6.082, 0.907, 3.370], [0.413, 3.097, 0.094], [-6.522, -0.001, 1.092], [4.073, -0.307, -0.639], [3.814, -1.161, -5.148], [0.892, -0.040, 2.531], [1.215, 4.297, 2.526], [0.759, -4.204, 1.581], [-4.225, 3.600, 0.870], [3.362, -2.339, 3.026], [1.269, 2.211, 0.363], [-1.556, 0.248, 0.945], [-4.950, 1.084, -3.542], [6.268, -1.051, 1.855], [-0.829, 5.139, 0.621], [-1.072, 6.623, 1.733], [-5.982, 0.746, 0.511], [3.587, -1.355, 1.120], [-6.654, -0.039, -1.385], [-0.310, -4.689, 3.730], [-0.163, -2.636, -1.770], [-3.634, 0.962, 3.039], [-3.465, -0.415, 2.576], [-5.041, 1.760, 2.850], [3.748, 1.992, -3.896], [-2.737, -0.870, 3.270], [-2.820, 1.522, 2.821], [-1.552, 5.062, -0.593], [0.761, -5.025, -2.975], [-0.351, 3.002, -1.195], [2.620, -5.439, -1.961], [-4.920, 2.824, -0.971], [-1.134, 1.035, 1.821], [-2.862, 6.356, -0.901], [-4.808, 3.112, 3.308], [-0.050, -3.640, 3.513], [-5.665, 2.729, -3.558], [-6.725, 1.308, -3.442], [2.931, 1.761, -2.772], [4.452, -0.664, 0.294], [4.987, 1.152, -5.844], [-4.789, 2.810, 0.402], [1.046, 0.286, -0.797], [1.926, -1.635, 0.510], [5.793, -0.516, 0.638], [2.779, -0.557, -3.370], [5.386, -1.722, 2.659], [-4.401, -0.962, 2.628], [1.236, -3.577, -1.448], [-5.612, 1.805, -1.624], [-3.596, -0.033, 0.484], [3.268, -3.959, -0.231], [-4.509, 3.653, -1.535], [4.376, -5.704, -0.748], [0.163, 4.206, 0.945], [4.039, -1.851, 2.323], [3.500, -5.103, -0.971], [2.867, -6.278, -2.607], [-1.305, 4.044, -1.513], [-0.728, -2.825, 5.389], [7.286, -0.894, 2.100], [2.424, -1.548, -3.170], [3.948, -3.628, 0.522], [-2.728, -1.562, 0.859], [5.741, -2.075, 3.610], [-6.174, 0.794, -0.850], [-5.753, 1.750, -3.105], [-1.068, 0.008, -0.201], [5.703, 1.353, -6.719], [4.091, 2.971, -4.123]]}



4.
{"formula": "C22H27FNO7PS", "method": "the ωB97M-V functional and the def2-TZVPD basis", "total_charge": 0, "smiles": "CCCCCCCCN(P(=O)(O)O)S(=O)(=O)F.O=C1c2ccccc2C(=O)c2ccccc21", "multiplicity": 1, "homo_lumo_gap_ev": 7.89, "homo_energy_ev": -9.264, "e_lumo_ha": -0.0504, "elements": ["O", "C", "H", "C", "C", "H", "C", "O", "C", "H", "C", "C", "C", "P", "H", "H", "N", "H", "C", "H", "C", "H", "C", "C", "C", "F", "C", "H", "H", "C", "H", "O", "H", "C", "C", "H", "H", "C", "H", "S", "H", "C", "O", "H", "H", "O", "H", "H", "C", "O", "H", "H", "C", "H", "H", "H", "O", "H", "H", "C"], "xyz": [[-5.963, -4.757, -0.374], [-4.453, -3.015, -0.822], [7.003, 3.389, 0.004], [-6.724, -1.631, -1.988], [2.794, 3.511, 1.157], [-0.910, -1.429, -0.806], [-8.162, -3.536, -1.591], [-1.858, 0.735, 1.963], [6.897, 2.917, 1.070], [6.114, 0.909, -0.555], [-4.258, -1.744, -1.361], [-5.393, -0.993, -1.934], [5.321, 2.812, 1.506], [-0.102, 0.505, 1.828], [7.312, 0.982, 2.245], [-2.815, -0.186, -1.786], [0.658, 1.927, 1.068], [2.688, 1.192, 0.620], [-1.903, -1.872, -0.804], [7.441, 3.581, 1.896], [-9.053, -1.553, -2.647], [2.429, 1.650, 2.433], [2.149, 1.982, 1.322], [-5.788, -3.645, -0.858], [-2.979, -1.173, -1.356], [-0.790, 3.506, -0.715], [-7.802, -0.941, -2.556], [-10.203, -3.334, -2.255], [7.922, 0.131, -0.697], [-3.375, -3.708, -0.256], [2.985, 4.043, 2.186], [-0.574, 0.934, -1.221], [5.329, -0.879, 1.045], [4.248, 3.288, 0.362], [7.601, 1.416, 1.193], [-2.080, 0.170, 2.781], [6.451, -1.878, -0.167], [-2.103, -3.135, -0.248], [4.537, 4.289, -0.196], [0.247, 2.101, -0.620], [-9.888, -1.016, -3.092], [-9.231, -2.852, -2.173], [0.259, -0.875, 1.076], [-3.523, -4.697, 0.176], [-8.310, -4.548, -1.218], [-5.231, 0.142, -2.366], [-7.669, 0.072, -2.933], [5.037, 1.719, 1.834], [-6.908, -2.922, -1.492], [1.445, 2.383, -1.561], [5.154, 3.499, 2.463], [7.117, -1.307, 1.597], [6.449, -1.017, 0.656], [8.779, 1.501, 1.066], [4.081, 2.460, -0.480], [-1.266, -3.676, 0.189], [0.435, 0.244, 3.501], [2.094, 4.159, 0.478], [1.319, -0.218, 3.399], [7.019, 0.388, 0.011]]}



5.
{"formula": "C18H23F6IN3O9PS3", "method": "the ωB97M-V functional and the def2-TZVPD basis", "total_charge": 0, "multiplicity": 1, "homo_lumo_gap_ev": 3.66, "homo_energy_ev": -7.164, "e_lumo_ha": -0.1287, "elements": ["H", "O", "S", "C", "H", "H", "C", "H", "F", "C", "C", "C", "F", "C", "H", "N", "C", "O", "F", "O", "F", "O", "H", "C", "H", "H", "P", "N", "H", "C", "O", "S", "C", "N", "H", "H", "H", "H", "C", "H", "C", "H", "O", "H", "H", "O", "I", "H", "C", "C", "C", "H", "O", "H", "O", "H", "C", "F", "C", "F", "H", "S", "C", "H"], "xyz": [[3.149, -1.121, 4.158], [2.890, 1.327, -7.942], [2.437, 0.005, -8.318], [1.900, 2.213, 1.658], [-3.005, -0.042, 3.880], [1.868, -2.756, 1.870], [-0.997, -0.099, 3.129], [-1.089, -2.471, 1.412], [-0.558, 3.826, 1.030], [-2.799, 0.999, 0.515], [2.666, 0.913, 2.002], [1.512, 0.545, 4.093], [1.284, -1.915, -6.855], [-2.245, 1.755, -0.491], [2.495, 3.062, 2.018], [1.904, -0.032, 2.853], [-0.738, -0.105, -0.963], [3.485, -0.931, -8.654], [0.761, 0.087, -6.243], [-3.904, 3.296, -1.104], [-2.649, 4.318, 1.489], [1.785, 0.149, -1.873], [-2.358, -1.671, 3.867], [-1.627, 4.565, 0.674], [2.871, 0.384, 1.061], [3.638, 1.128, 2.472], [0.636, -0.734, -2.051], [-0.839, -4.299, -0.803], [0.916, 2.287, 2.129], [-1.398, -3.192, -0.581], [-3.802, 1.527, 1.266], [2.346, 1.634, 4.948], [2.020, -2.562, 2.942], [-1.318, -0.796, 0.063], [-3.007, -2.116, 1.713], [-1.065, 0.935, 2.764], [1.863, 2.304, 0.567], [3.574, -1.211, 2.398], [2.766, -1.228, 3.136], [1.065, -2.583, 3.478], [-2.764, 3.156, -0.756], [2.677, -3.356, 3.320], [0.115, -0.737, -3.554], [0.265, -2.098, 0.393], [-0.359, -0.664, 2.442], [1.116, -2.235, -1.793], [-0.363, 2.445, -2.730], [-0.005, -4.338, -0.205], [-0.827, -2.151, 0.403], [-3.010, -1.037, 1.893], [-1.189, 1.183, -1.229], [1.955, -2.147, -1.311], [1.284, -0.023, -9.190], [-4.061, -0.735, 1.892], [-1.932, 4.274, -0.641], [-4.625, 1.075, 1.027], [-2.385, -0.734, 3.297], [2.702, -0.724, -5.757], [-2.319, -0.283, 0.770], [-1.286, 5.830, 0.791], [-2.309, -2.932, -1.139], [-0.073, -0.048, 4.710], [1.771, -0.666, -6.731], [-0.809, -0.451, -3.608]]}



6.
{"formula": "C8H13Br", "method": "the ωB97M-V functional and the def2-TZVPD basis", "total_charge": 0, "smiles": "CC1(C)CCC=C[C@H]1Br", "multiplicity": 1, "homo_lumo_gap_ev": 9.50, "homo_energy_ev": -9.369, "de_lowest_kj_mol": 0.00, "e_lumo_ha": 0.0049, "elements": ["H", "H", "H", "C", "C", "C", "C", "H", "C", "C", "H", "Br", "H", "H", "H", "C", "H", "H", "C", "H", "H", "H"], "xyz": [[-1.619, -2.109, 0.892], [-4.607, -1.205, 1.713], [-2.455, 2.000, -1.303], [-4.822, 0.733, 0.894], [-2.502, -2.395, 0.316], [-3.376, -1.166, -0.009], [-3.045, 1.315, -0.689], [-5.130, 1.281, 1.782], [-2.480, -0.044, -0.615], [-4.122, 1.686, 0.030], [-5.733, 0.336, 0.435], [-0.600, -0.098, 0.453], [-5.177, -0.776, -1.156], [-3.028, -3.094, 0.957], [-4.514, 2.700, 0.049], [-3.940, -0.474, 1.238], [-5.155, -2.342, -0.398], [-4.159, -2.071, -1.821], [-4.521, -1.606, -0.902], [-3.054, -0.133, 1.800], [-2.154, -2.928, -0.578], [-1.803, -0.394, -1.433]]}



7.
{"formula": "C35H73N2O13S5", "method": "the ωB97M-V functional and the def2-TZVPD basis", "total_charge": 1, "multiplicity": 1, "homo_lumo_gap_ev": 8.82, "homo_energy_ev": -11.885, "e_lumo_ha": -0.1128, "elements": ["O", "H", "S", "H", "C", "C", "C", "C", "H", "H", "O", "C", "H", "C", "H", "H", "C", "H", "H", "O", "H", "H", "O", "H", "H", "C", "H", "H", "H", "S", "H", "O", "H", "H", "C", "C", "H", "C", "H", "C", "H", "H", "H", "H", "H", "H", "H", "H", "O", "H", "C", "H", "H", "C", "H", "H", "H", "C", "O", "C", "H", "H", "C", "H", "N", "C", "H", "H", "O", "H", "H", "C", "H", "H", "H", "O", "H", "H", "C", "N", "H", "H", "H", "H", "C", "H", "C", "H", "S", "H", "C", "O", "H", "H", "C", "H", "H", "C", "C", "H", "H", "C", "H", "H", "C", "H", "H", "S", "H", "H", "C", "C", "O", "C", "C", "C", "C", "H", "O", "C", "H", "H", "H", "H", "S", "O", "H", "H"], "xyz": [[-5.031, -3.903, 3.732], [2.240, -5.184, -3.790], [2.751, -1.283, -3.425], [-5.543, 7.300, 2.400], [-2.147, 4.041, -3.147], [-2.879, -4.891, 7.478], [4.280, -2.580, -1.496], [2.646, -1.049, 0.410], [-6.204, 8.767, 1.697], [-6.748, -1.190, 6.540], [3.288, -0.450, 1.546], [-5.634, 8.377, 2.539], [-2.750, -5.133, 6.426], [-2.160, 8.841, -0.652], [2.135, -0.045, -1.367], [-0.081, -2.488, -5.402], [1.121, -0.817, 0.603], [-2.614, -0.154, 0.951], [-0.681, 0.309, -6.420], [-3.633, 10.774, 0.313], [5.631, 1.614, 0.351], [2.805, -0.776, 2.315], [-1.966, 5.424, -3.507], [-4.341, 10.110, 2.677], [3.098, -2.720, -5.943], [-2.513, 3.874, -1.685], [-3.752, 8.688, 3.520], [1.605, -1.714, -2.854], [-2.235, -4.001, 4.118], [-4.165, -2.785, 3.535], [-2.957, 3.674, -3.774], [-0.713, -3.447, 7.279], [4.517, -3.756, 0.301], [-1.254, 3.467, -3.402], [-2.526, -3.374, 3.279], [0.681, 0.368, 1.147], [0.059, 8.211, -3.922], [0.849, -5.847, 8.070], [-0.995, 1.538, 1.689], [2.303, 2.629, -1.770], [-2.113, 7.760, -0.635], [-2.778, 2.836, -1.479], [2.515, -3.772, -2.165], [-4.403, -0.570, 6.197], [2.772, -5.685, -6.311], [3.557, 1.288, -2.848], [5.337, -2.643, -1.775], [1.170, -6.770, 7.590], [-3.899, -2.079, 4.934], [-1.841, -2.291, 0.000], [0.877, -2.167, -7.349], [-1.680, 4.148, -1.036], [-1.718, 8.054, -3.860], [0.225, -1.772, 0.203], [-3.558, -4.048, 7.590], [0.730, -4.342, -7.040], [1.297, -5.020, 7.516], [-1.552, -0.361, 0.861], [-4.454, -1.782, 2.554], [3.643, 1.869, -1.925], [3.309, 1.498, 0.128], [4.572, -0.691, -2.270], [4.233, -4.320, -3.448], [2.367, -6.010, 9.587], [3.761, -1.229, -1.951], [-0.090, -0.359, -5.794], [-2.526, -3.957, 2.360], [1.689, -1.438, -7.278], [-0.671, 6.525, -1.729], [1.065, -4.891, 9.998], [-0.789, 7.246, -5.161], [2.404, -3.565, -5.938], [1.463, 1.927, -1.825], [5.118, -4.896, -3.174], [-6.198, 8.572, 3.452], [0.491, 5.344, -3.591], [2.229, 3.096, -0.783], [-5.744, -2.634, 6.777], [3.203, -4.872, -5.722], [2.871, -2.496, 0.456], [4.980, -2.078, 0.541], [2.121, -3.783, -8.046], [0.775, -6.621, 10.081], [4.240, -4.731, -6.039], [4.265, -2.733, 0.029], [0.547, -2.708, -0.236], [-4.264, 9.023, 2.620], [-0.495, -0.297, -4.776], [-1.321, -4.415, 8.142], [3.807, -4.635, -1.409], [5.287, 0.791, -0.275], [-4.757, 8.728, -0.546], [2.192, 3.437, -2.495], [-3.253, -5.748, 8.032], [-4.901, -1.169, 5.436], [1.431, 1.094, 1.435], [-1.173, -1.941, -6.710], [-6.081, -1.898, 6.048], [1.292, -5.843, 9.520], [-2.177, 9.200, -1.678], [2.783, -2.805, 1.418], [-1.129, -1.548, 0.336], [1.750, -3.443, -5.066], [0.413, -2.123, -8.336], [3.244, -5.247, -4.218], [0.949, -0.020, -5.742], [5.908, 0.822, -1.181], [-0.603, 6.131, -3.104], [-6.652, -2.431, 5.288], [-5.221, -0.489, 4.646], [-0.787, 7.556, -4.120], [-0.180, -1.831, -6.270], [-3.418, 8.642, 1.518], [3.066, -0.363, -0.908], [-0.666, 0.591, 1.279], [3.811, 0.961, -0.674], [3.603, -3.825, -2.112], [4.481, -3.478, -4.097], [-1.465, -4.164, 9.539], [1.493, -3.572, -7.176], [-1.862, -2.518, 3.184], [-1.321, 9.275, -0.115], [5.516, -0.127, 0.266], [-3.354, 4.515, -1.424], [-3.656, 9.358, 0.115], [-0.585, -5.813, 7.940], [4.418, 2.635, -1.960], [3.582, -6.286, -4.178]]}



8.
{"formula": "C11H9F14N5O5S2", "method": "the ωB97M-V functional and the def2-TZVPD basis", "total_charge": 0, "multiplicity": 1, "homo_lumo_gap_ev": 4.28, "homo_energy_ev": -7.090, "e_lumo_ha": -0.1034, "elements": ["F", "C", "H", "H", "H", "H", "H", "C", "H", "F", "F", "C", "H", "F", "N", "F", "C", "N", "F", "N", "F", "C", "C", "N", "C", "N", "F", "O", "F", "O", "F", "F", "F", "C", "H", "O", "H", "O", "S", "S", "C", "F", "C", "F", "C", "O"], "xyz": [[-2.562, -4.854, -0.528], [2.334, 2.310, 0.952], [0.389, 1.790, 2.958], [0.807, -0.346, -0.151], [0.985, 1.415, -1.271], [2.049, 3.614, -0.708], [3.624, 2.901, -0.719], [2.006, 1.679, -1.554], [2.940, 0.658, 2.031], [-3.160, -3.383, 1.839], [-3.542, -4.200, -2.725], [-3.034, -2.825, 0.639], [1.374, 2.767, 1.224], [3.560, 1.017, -4.012], [-2.572, 3.206, 0.122], [1.616, 0.091, -3.802], [-3.465, -3.898, -0.404], [2.326, 0.819, 1.235], [2.437, -0.672, -1.217], [0.502, 0.779, 2.860], [-0.807, -3.124, 1.341], [2.844, 0.143, -3.361], [-1.533, -2.385, 0.524], [0.334, -0.121, 0.734], [-3.893, -3.330, -1.800], [1.336, 0.194, 3.899], [-3.900, -1.833, 0.594], [-1.955, 0.045, -0.250], [4.141, 0.646, -1.459], [-3.423, 3.197, 1.023], [3.345, -1.067, -3.547], [-3.345, -2.174, -2.074], [-5.193, -3.213, -1.870], [1.963, 1.054, 4.468], [1.919, 2.221, -2.497], [-2.915, 3.207, -1.069], [3.115, 2.788, 1.542], [-1.346, 3.209, 0.421], [3.090, 1.932, 5.052], [-1.323, -0.566, 0.855], [2.883, 0.461, -1.839], [-4.543, -4.485, 0.109], [1.051, 0.483, 1.606], [-1.034, -2.585, -0.689], [2.576, 2.674, -0.529], [-2.000, -0.238, 2.045]]}